The following is a DFT calculation (ωB97M-V/def2-TZVPD) of a 2-piece molecular cluster, CH6NO overall.

Geometry as XYZ:
```
9
Properties=species:S:1:pos:R:3
O 2.18116 0.80607 1.10891
N -0.49144 0.66010 0.16677
C -1.11735 -0.53793 -0.39190
H -0.68520 -1.51096 -0.09788
H -0.01427 1.13051 -0.60323
H -2.16173 -0.66315 -0.07490
H 0.38010 0.35231 0.64497
H 2.96545 0.34617 0.73239
H -1.05670 -0.58312 -1.48514
```

Output
LUMO energy: 4.4 eV
Charge: -1
Max |F|: 1.0 eV/A
ΔE to the lowest compared entry with this formula, charge and spin: 5.60 kcal per mole
2S+1: 1


The following is a DFT calculation (ωB97M-V/def2-TZVPD) of a 2-piece molecular cluster, CH6NO overall.

Geometry as XYZ:
```
9
Properties=species:S:1:pos:R:3
O 2.72381 -0.93893 -0.46220
N -0.08740 0.33473 0.63627
C -1.25553 0.04985 -0.16633
H -1.00867 0.02841 -1.24437
H -1.66277 -0.91821 0.10159
H 2.17759 -0.70292 0.28077
H -1.92551 0.90235 -0.08239
H 0.81892 -0.06375 0.35719
H 0.21956 1.30848 0.57947
```

Output
LUMO energy: 4.2 eV
Charge: -1
Max |F|: 2.0 eV/A
ΔE to the lowest compared entry with this formula, charge and spin: 14.55 kcal per mole
2S+1: 1


The following is a DFT calculation (ωB97M-V/def2-TZVPD) of a 2-piece molecular cluster, CH6NO overall.

Geometry as XYZ:
```
9
Properties=species:S:1:pos:R:3
O 1.70076 -0.26473 0.67384
N -0.71363 0.58727 -0.17564
C -1.48611 -0.33024 -0.64179
H -0.67108 1.43465 -0.73857
H 2.37861 -0.94799 0.69511
H 2.13634 0.40111 1.22760
H -1.06939 -1.32762 -0.80431
H -2.42966 -0.08305 -1.16633
H 0.19032 0.30498 0.29048
```

Output
LUMO energy: -6.0 eV
Charge: +1
Max |F|: 1.6 eV/A
ΔE to the lowest compared entry with this formula, charge and spin: 20.54 kcal per mole
2S+1: 1


The following is a DFT calculation (ωB97M-V/def2-TZVPD) of a 2-piece molecular cluster, CH6NO overall.

Geometry as XYZ:
```
9
Properties=species:S:1:pos:R:3
O -1.76888 -0.98939 -0.19695
N 0.43634 0.77271 0.18096
C 1.66449 0.49816 0.13882
H -0.20480 -0.02853 -0.10753
H -1.86716 -1.92031 0.09525
H 2.28244 1.35938 0.20258
H -2.67981 -0.94739 -0.34374
H 1.89512 -0.54590 -0.30652
H 0.24227 1.80127 0.33714
```

Output
LUMO energy: -5.3 eV
Charge: +1
Max |F|: 3.2 eV/A
ΔE to the lowest compared entry with this formula, charge and spin: 21.28 kcal per mole
2S+1: 1


The following is a DFT calculation (ωB97M-V/def2-TZVPD) of a 2-piece molecular cluster, CH6NO2 overall.

Geometry as XYZ:
```
10
Properties=species:S:1:pos:R:3
O 0.51195 0.42727 -1.00890
O 1.78260 -0.86601 0.73185
N -1.08927 0.46863 0.78200
C -0.80547 0.47834 -0.70032
H 2.37258 -1.39366 0.18532
H -1.15834 -0.51424 1.02508
H -1.28978 1.38793 -1.07745
H 1.24702 -0.29931 -0.01239
H -1.38585 -0.38092 -1.12173
H -0.18543 0.69197 1.19653
```

Output
LUMO energy: 4.8 eV
Charge: -1
Max |F|: 0.5 eV/A
ΔE to the lowest compared entry with this formula, charge and spin: 2.70 kcal per mole
2S+1: 1


The following is a DFT calculation (ωB97M-V/def2-TZVPD) of a 2-piece molecular cluster, CH6NO2 overall.

Geometry as XYZ:
```
10
Properties=species:S:1:pos:R:3
O -1.18541 -0.48150 0.98622
O -0.95328 0.92369 -0.69140
N 1.28002 -0.15345 0.19433
C -0.71166 -0.29306 -0.17252
H -0.79145 0.96517 -1.65502
H 1.76465 -0.80759 0.76276
H 1.19367 0.68735 0.72882
H -0.56025 -1.20455 -0.83941
H -1.70349 0.34201 1.33282
H 1.66720 0.02192 -0.64660
```

Output
LUMO energy: -3.7 eV
Charge: +1
Max |F|: 4.1 eV/A
ΔE to the lowest compared entry with this formula, charge and spin: 33.55 kcal per mole
2S+1: 1


The following is a DFT calculation (ωB97M-V/def2-TZVPD) of a 3-piece molecular cluster, CH6NO4 overall.

Geometry as XYZ:
```
12
Properties=species:S:1:pos:R:3
O -1.02945 1.14831 -1.72458
O 0.80813 -2.43112 0.33155
O 0.32483 0.03064 -0.40383
O -0.63835 -1.34453 2.21070
N 0.45944 2.26171 -0.31717
C -0.18591 1.06652 -0.81334
H -0.33317 -2.21430 2.14608
H 1.16008 2.19863 0.39476
H 0.15624 -2.25423 -0.35841
H 1.27469 -1.60740 0.47445
H -0.21050 -0.88784 1.56148
H 0.13079 3.30769 -0.42900
```

Output
LUMO energy: 4.0 eV
Charge: -1
Max |F|: 4.9 eV/A
ΔE to the lowest compared entry with this formula, charge and spin: 25.59 kcal per mole
2S+1: 1


The following is a DFT calculation (ωB97M-V/def2-TZVPD) of CH6NO4 as an isolated structure.

Geometry as XYZ:
```
12
Properties=species:S:1:pos:R:3
O -1.03732 -0.43192 0.83855
O 2.05646 2.37058 -0.64220
O -2.84641 -2.27336 0.94130
O 0.26131 1.49540 0.82778
N 0.98425 -0.26655 -0.47979
C 0.09403 0.24739 0.54371
H -2.35159 -2.86355 0.38763
H 1.37612 1.87307 0.16820
H 0.68606 0.27300 -1.33128
H 0.75075 -1.26514 -0.61751
H -1.88288 -1.32110 0.90364
H 1.90922 2.16220 -1.54004
```

Output
LUMO energy: 3.7 eV
Charge: -1
Max |F|: 5.1 eV/A
ΔE to the lowest compared entry with this formula, charge and spin: 61.75 kcal per mole
2S+1: 1


The following is a DFT calculation (ωB97M-V/def2-TZVPD) of the molecule CH6NOP.

Geometry as XYZ:
```
10
Properties=species:S:1:pos:R:3
P -1.74939 0.21610 -0.22976
O -3.04539 -0.31883 0.02782
N -0.53491 -0.63968 0.44303
C 0.92054 -0.28402 0.13751
H 1.17266 -0.39678 -0.92096
H -1.42436 1.48172 0.39342
H -1.11219 0.33555 -1.56073
H 1.57941 -0.94558 0.53611
H 1.08580 0.59197 0.57462
H -0.65615 -1.40261 1.10363
```

Output
LUMO energy (spin up / spin down): 1.0 / -4.2 eV
Charge: 0
Max |F|: 4.8 eV/A
ΔE to the lowest compared entry with this formula, charge and spin: 83.05 kcal per mole
2S+1: 3


The following is a DFT calculation (ωB97M-V/def2-TZVPD) of CH6Na7O6 as an isolated structure.

Geometry as XYZ:
```
20
Properties=species:S:1:pos:R:3
Na -8.87663 4.77039 -6.42113
Na -12.02576 1.00760 -8.24185
Na -5.90752 3.34457 -6.90985
Na -7.42535 5.87234 -9.01870
Na -9.19315 -0.94990 -8.24894
Na -8.79588 1.03275 -5.43063
Na -10.30162 4.00867 -9.43807
O -9.56567 1.66003 -8.51727
O -9.66666 1.34783 -11.34513
O -5.73637 0.20329 -5.80297
O -5.30057 0.27718 -9.19393
O -7.58749 1.19506 -7.68273
O -8.07596 3.28764 -8.26174
C -8.37827 2.04304 -8.15375
H -5.95769 0.38928 -8.50613
H -9.66894 1.07403 -10.42789
H -5.77161 0.39696 -10.03197
H -10.52463 1.76949 -11.50304
H -6.42052 0.44295 -6.44063
H -6.00901 0.55301 -4.93774
```

Output
LUMO energy: -19.0 eV
Charge: +5
Max |F|: 3.1 eV/A
ΔE to the lowest compared entry with this formula, charge and spin: 97.43 kcal per mole
2S+1: 1


The following is a DFT calculation (ωB97M-V/def2-TZVPD) of CH6NaO6 as an isolated structure.

Geometry as XYZ:
```
14
Properties=species:S:1:pos:R:3
Na -1.07569 -0.10997 0.53414
O -0.22311 -2.31167 1.24106
O -1.76508 2.00146 -0.63752
O 1.50392 -0.97764 -1.34536
O -1.02164 0.48074 -1.90834
O -1.05245 2.61430 -2.48573
O 0.39809 0.81578 2.17796
C -1.24811 1.67742 -1.69183
H 1.05166 0.66509 2.86087
H -0.71726 -3.12948 1.29798
H 0.71899 -0.50150 -1.61630
H 2.13236 -0.29323 -1.11540
H 0.66033 1.64252 1.77304
H 0.63798 -2.57376 0.91539
```

Output
LUMO energy (spin up / spin down): -0.5 / -1.2 eV
Charge: 0
Max |F|: 4.4 eV/A
ΔE to the lowest compared entry with this formula, charge and spin: 0.00 kcal per mole
2S+1: 2


The following is a DFT calculation (ωB97M-V/def2-TZVPD) of a 2-piece molecular cluster, CH6O overall.

Geometry as XYZ:
```
8
Properties=species:S:1:pos:R:3
O -1.25139 -1.07960 -2.29764
C 0.63405 0.49635 1.19817
H -0.26979 0.74218 1.74189
H 0.82962 0.66950 0.19098
H 1.37035 0.87811 1.83214
H -0.41863 -0.91876 -2.07238
H -1.82398 -0.29816 -1.91923
H 0.92978 -0.48962 1.32606
```

Output
LUMO energy: 0.8 eV
Charge: 0
SMILES: C.O
Max |F|: 7.6 eV/A
ΔE to the lowest compared entry with this formula, charge and spin: 19.16 kcal per mole
2S+1: 1


The following is a DFT calculation (ωB97M-V/def2-TZVPD) of a 2-piece molecular cluster, CH6O overall.

Geometry as XYZ:
```
8
Properties=species:S:1:pos:R:3
O -2.25501 -0.70792 0.77793
C 1.23847 0.41787 -0.38179
H 0.30142 0.42928 -1.02204
H 0.78357 0.69278 0.69272
H -2.07420 -1.16138 -0.12606
H -1.43110 -0.42309 1.11050
H 1.82437 1.30999 -0.80049
H 1.61248 -0.55753 -0.25078
```

Output
LUMO energy: 0.8 eV
Charge: 0
SMILES: C.O
Max |F|: 4.8 eV/A
ΔE to the lowest compared entry with this formula, charge and spin: 12.70 kcal per mole
2S+1: 1


The following is a DFT calculation (ωB97M-V/def2-TZVPD) of a 2-piece molecular cluster, CH6O3Si overall.

Geometry as XYZ:
```
11
Properties=species:S:1:pos:R:3
Si -0.10476 0.96442 0.08614
O 0.21806 0.29787 1.41887
O -1.28996 -1.93354 0.33726
O -0.55266 -2.08945 1.59126
C 0.94202 0.90805 -1.50384
H 1.77682 1.54238 -1.39589
H 0.42047 1.27563 -2.46848
H -1.37216 -2.21946 2.07357
H 1.28445 -0.03895 -1.67240
H -0.30157 -0.94707 1.44466
H -1.02071 2.24012 0.08886
```

Output
LUMO energy: -0.5 eV
Charge: 0
Max |F|: 3.7 eV/A
ΔE to the lowest compared entry with this formula, charge and spin: 207.24 kcal per mole
2S+1: 1


The following is a DFT calculation (ωB97M-V/def2-TZVPD) of an isolated ion of composition CH6O4P and charge +1.

Geometry as XYZ:
```
12
Properties=species:S:1:pos:R:3
P 1.67470 0.34396 -0.46886
O 0.00808 -0.01469 -0.66508
O 1.52619 1.33251 0.74281
O 2.10554 -0.97441 0.40606
O -2.30645 -0.02674 -0.59288
C -0.97696 0.00177 0.21346
H 2.67595 -1.73503 -0.05270
H -1.03135 -0.94450 0.87324
H 2.37893 1.23049 1.17047
H -2.62949 -0.82728 -1.14026
H -2.12102 0.73533 -1.24397
H -1.30414 0.87857 0.75771
```

Output
LUMO energy: -4.2 eV
Charge: +1
Max |F|: 3.5 eV/A
ΔE to the lowest compared entry with this formula, charge and spin: 54.26 kcal per mole
2S+1: 1


The following is a DFT calculation (ωB97M-V/def2-TZVPD) of a 2-piece molecular cluster, CH6OS overall.

Geometry as XYZ:
```
9
Properties=species:S:1:pos:R:3
S 1.13025 0.23233 -0.76973
O -2.90920 -0.00414 0.41785
C 0.88491 -0.49691 0.86289
H 1.10792 -1.54796 0.88724
H 1.53582 -0.00893 1.56244
H -2.18171 0.51560 0.06760
H -0.14774 -0.39700 1.16970
H -3.02935 0.30189 1.32881
H 2.41666 -0.07813 -0.89528
```

Output
LUMO energy: 0.8 eV
Charge: 0
SMILES: CS.O
Max |F|: 0.6 eV/A
ΔE to the lowest compared entry with this formula, charge and spin: 2.02 kcal per mole
2S+1: 1


The following is a DFT calculation (ωB97M-V/def2-TZVPD) of a 3-piece molecular cluster, CH6OS2 overall.

Geometry as XYZ:
```
10
Properties=species:S:1:pos:R:3
S 0.66639 1.00535 1.14870
S 0.42644 -0.60385 -0.21972
O -1.03492 1.01257 -2.20614
C -0.61905 -1.75702 0.49986
H -0.41389 0.53764 -1.56335
H -1.30855 0.16369 -2.57159
H -1.73911 -0.89688 1.68439
H 0.01911 -2.43997 1.07888
H -1.31634 -2.24235 -0.20810
H -0.58438 0.99270 1.65140
```

Output
LUMO energy: -1.0 eV
Charge: 0
Max |F|: 4.0 eV/A
ΔE to the lowest compared entry with this formula, charge and spin: 84.73 kcal per mole
2S+1: 1


The following is a DFT calculation (ωB97M-V/def2-TZVPD) of a 2-piece molecular cluster, CH6OSi overall.

Geometry as XYZ:
```
9
Properties=species:S:1:pos:R:3
Si -1.47244 -0.00844 -0.06207
O 0.03925 -0.69050 0.06744
C 1.27138 -0.06367 -0.04531
H -1.70999 -0.47057 -1.38052
H 1.16937 0.99514 -0.18718
H 1.79616 -0.49366 -0.75465
H -1.13301 1.46180 -0.30047
H 1.94072 -0.39129 1.34634
H -1.90144 -0.33882 1.31643
```

Output
LUMO energy: 0.6 eV
Charge: 0
Max |F|: 7.3 eV/A
ΔE to the lowest compared entry with this formula, charge and spin: 77.18 kcal per mole
2S+1: 1


The following is a DFT calculation (ωB97M-V/def2-TZVPD) of a 2-piece molecular cluster, CH6OSi overall.

Geometry as XYZ:
```
9
Properties=species:S:1:pos:R:3
Si 1.59856 -0.13308 -0.17798
O -1.98383 -0.04438 -0.63032
C -1.13042 0.34262 0.41438
H 1.90233 -0.31749 1.16711
H 1.38383 -1.20408 -1.17416
H -1.08514 -0.27594 1.28134
H 2.06569 1.15624 -0.57063
H -1.76513 -0.95472 -0.83226
H -0.98588 1.43083 0.52253
```

Output
LUMO energy (spin up / spin down): 0.9 / -1.1 eV
Charge: 0
Max |F|: 2.6 eV/A
ΔE to the lowest compared entry with this formula, charge and spin: 2.14 kcal per mole
2S+1: 3


The following is a DFT calculation (ωB97M-V/def2-TZVPD) of a 2-piece molecular cluster, CH6P2S overall.

Geometry as XYZ:
```
10
Properties=species:S:1:pos:R:3
S 1.93928 0.70648 0.00357
P -0.80799 -0.97144 0.38270
P -1.71305 1.05162 0.30372
C 0.86781 -0.76463 -0.29438
H -2.56608 0.98398 -0.78288
H 0.84950 1.54758 0.43446
H -0.62845 1.33185 -0.48708
H 1.55215 -1.98521 0.17272
H 0.89014 -1.01949 -1.46181
H -0.38333 -0.88074 1.72898
```

Output
LUMO energy: 0.7 eV
Charge: 0
Max |F|: 5.1 eV/A
ΔE to the lowest compared entry with this formula, charge and spin: 47.86 kcal per mole
2S+1: 1